Entry 1:
15
Properties=species:S:1:pos:R:3:forces:R:3:nbo_charge:R:1 method="wB97M-V/def2-TZVPD" orbital_gap_ev=10.10 e_tot_ha=-3555.993036 relative_energy_kcal_mol=0.0 smiles=Cl[Si@H](Br)c1ccccc1
C -2.169 0.404 0.460 0.1 0.5 -0.6 -0.2152
C -1.178 1.300 0.899 -1.8 1.7 0.8 -0.1905
C -1.804 -0.740 -0.247 0.4 1.1 0.5 -0.2030
C 0.133 1.094 0.557 -1.2 -1.3 -0.2 -0.2523
C -0.501 -0.963 -0.587 0.2 -0.4 0.5 -0.2457
C 0.437 -0.010 -0.171 4.0 -3.1 -1.7 -0.3040
Si 2.444 -0.540 -0.606 -3.4 2.0 2.6 1.1614
Cl 3.179 -2.027 0.529 0.1 -0.7 0.2 -0.3426
Br 3.659 1.212 -0.138 0.3 0.4 -0.1 -0.2908
H -3.227 0.642 0.454 0.0 0.1 0.8 0.2179
H -1.428 2.249 1.496 0.1 -1.6 -1.0 0.2177
H -2.459 -1.496 -0.550 -1.5 -0.6 -0.3 0.2071
H 0.918 1.669 0.888 1.5 1.6 0.8 0.2194
H -0.377 -1.968 -1.048 0.9 1.1 0.1 0.2208
H 2.373 -0.826 -1.936 0.4 -0.8 -2.5 -0.2003



Entry 2:
16
Properties=species:S:1:pos:R:3:forces:R:3:nbo_charge:R:1 method="wB97M-V/def2-TZVPD" orbital_gap_ev=10.24 charge=+1 e_tot_ha=-359.283627 relative_energy_kcal_mol=44.7
C -3.171 0.823 1.038 1.6 -0.1 -0.3 0.1904
C 1.284 -1.509 -1.394 -1.5 -2.1 1.4 0.3879
C 0.726 -0.708 0.633 -0.1 -0.7 -3.0 -0.3382
C 0.596 0.301 -0.471 1.2 -1.2 0.1 0.4881
C 0.308 1.688 -0.265 -0.5 1.3 0.5 -0.7298
N -2.138 0.493 0.669 -1.0 -0.6 0.2 -0.4237
N 1.109 -1.908 -0.130 1.8 -1.5 0.8 -0.4867
N 0.824 -0.285 -1.613 0.7 1.6 -1.3 -0.4696
H 1.584 -2.183 -2.196 0.1 0.2 0.3 0.2481
H 1.359 -0.456 1.404 1.4 0.4 1.8 0.2652
H -0.258 -0.868 0.909 -2.2 -0.1 1.3 0.2937
H 0.445 2.411 -1.061 0.4 -0.5 -0.4 0.2772
H 0.727 2.066 0.661 0.6 -0.1 0.1 0.2613
H -0.732 1.724 0.002 -0.7 0.1 -0.1 0.3111
H 1.332 -2.886 0.358 -0.5 3.0 -1.8 0.4784
H -3.994 1.297 1.457 -1.4 0.3 0.4 0.2466



Entry 3:
99
Properties=species:S:1:pos:R:3:forces:R:3:mulliken_charge:R:1 method="wB97M-V/def2-TZVPD" orbital_gap_ev="4.99 / 4.99" charge=+3 e_tot_ha=-3160.592616
Mo -0.723 -0.158 0.558 0.2 1.6 -2.2 -3.5436
C 0.448 -0.360 4.632 0.6 1.4 -0.3 -1.1207
Si 0.692 1.245 3.594 0.5 0.1 2.4 0.1566
C 2.441 1.974 3.950 -0.8 0.5 -0.2 -1.0732
C -0.676 2.504 3.907 1.1 -0.1 -1.3 -1.0195
N 0.532 0.665 1.924 -0.1 -0.8 -2.9 0.5682
P 1.626 1.079 0.688 -1.5 0.6 -0.4 2.6924
C 0.649 0.375 -0.715 -2.3 -0.7 2.8 -1.4248
P 0.502 -1.320 -1.352 0.9 0.3 -1.4 3.9628
N -0.576 -2.005 -0.308 0.1 3.0 0.7 0.4860
Si -1.643 -3.428 -0.400 -0.8 -2.3 0.3 -0.2800
C -3.411 -3.052 -0.925 0.6 1.0 0.3 -0.9430
C -1.518 -4.164 1.380 0.6 0.3 -1.2 -1.0576
C -0.917 -4.602 -1.686 -0.6 0.1 -0.2 -0.9337
C -0.028 -1.113 -3.032 0.5 -0.1 -0.2 0.6016
C 0.063 -2.170 -3.935 -0.6 0.1 -1.0 -0.7831
C -0.496 -2.050 -5.211 0.4 -0.4 0.0 -0.7629
C -1.046 -0.837 -5.627 0.0 -0.5 -0.4 -0.8541
C -1.015 0.230 -4.760 -0.6 1.8 -0.1 -0.4325
C -0.457 0.112 -3.507 -0.1 0.8 1.0 -0.7154
C 2.004 -2.186 -1.365 1.0 0.1 0.2 0.7196
C 2.868 -2.128 -2.481 -1.3 1.3 0.4 -0.6221
C 3.602 -3.220 -2.799 1.0 -0.2 -1.1 -0.7013
C 3.609 -4.301 -1.957 -0.2 -1.8 0.8 -0.5278
C 2.839 -4.324 -0.786 0.8 -0.4 0.6 -0.9990
C 2.124 -3.206 -0.432 -0.4 -0.1 -0.2 -0.7949
C 3.190 0.337 0.744 0.1 -1.0 -0.2 0.9664
C 4.073 0.578 -0.311 0.3 0.4 -0.2 -0.6174
C 5.425 0.313 -0.136 -1.1 -0.1 -0.3 -0.9925
C 5.857 -0.247 1.066 0.7 0.3 -0.3 -0.6236
C 4.968 -0.536 2.086 -0.6 -1.1 0.4 -1.1261
C 3.585 -0.386 1.856 0.6 0.5 1.3 -0.6863
C 1.783 2.843 0.437 -0.3 -0.1 -1.0 0.8246
C 0.836 3.612 -0.291 0.6 -0.4 0.8 -0.6283
C 1.134 4.932 -0.585 -0.6 0.2 -0.2 -0.6332
C 2.373 5.487 -0.270 0.0 0.4 -0.2 -0.7607
C 3.280 4.728 0.461 0.7 0.7 -0.1 -0.7451
C 3.005 3.412 0.772 0.0 0.3 0.0 -0.6716
H -0.076 -0.072 5.548 -0.1 -0.2 -0.1 0.4372
H -0.120 -1.064 4.048 -0.4 -0.4 0.0 0.2517
H 1.384 -0.835 4.937 0.0 0.1 -0.1 0.4025
H 2.362 2.225 5.031 0.2 -0.1 -0.5 0.5019
H 3.242 1.255 3.832 0.0 -0.3 0.2 0.3380
H 2.776 2.890 3.410 -0.6 -0.6 0.4 0.3502
H -0.426 3.089 4.774 0.1 0.3 0.4 0.4946
H -0.742 3.170 3.028 0.1 0.0 0.4 0.2190
H -1.641 2.072 4.035 -0.7 -0.5 0.2 0.3302
H -3.912 -2.270 -0.315 0.2 -0.4 -0.3 0.2190
H -3.420 -2.750 -1.982 -0.1 0.0 0.2 0.3156
H -3.969 -3.980 -0.826 -0.1 -0.1 0.0 0.4482
H -2.324 -3.769 1.983 -0.3 -0.1 0.3 0.3406
H -1.567 -5.272 1.325 0.0 0.7 0.2 0.4425
H -0.557 -3.844 1.830 -0.4 -0.4 -0.1 0.2568
H -0.929 -4.189 -2.720 0.0 -0.3 0.8 0.3143
H 0.074 -4.947 -1.426 0.4 0.1 0.0 0.2960
H -1.527 -5.527 -1.694 0.0 0.5 0.0 0.5009
H 0.665 -3.025 -3.726 -0.1 -0.7 0.4 0.6355
H -0.454 -2.916 -5.889 0.1 0.6 0.3 0.4717
H -1.414 -0.707 -6.649 -0.1 -0.2 0.5 0.4476
H -1.465 1.223 -5.000 0.7 -1.0 -0.2 0.5006
H -0.293 1.004 -2.881 -0.6 -0.4 -0.3 0.4384
H 2.905 -1.197 -3.045 -0.2 -0.4 -0.4 0.4444
H 4.120 -3.301 -3.758 0.2 0.3 0.5 0.5072
H 4.233 -5.164 -2.219 -0.5 0.3 0.1 0.4509
H 2.765 -5.176 -0.102 0.6 0.2 -0.4 0.5223
H 1.628 -3.113 0.526 -0.3 -0.4 -0.1 0.5574
H 3.678 0.963 -1.253 0.3 0.3 0.2 0.6222
H 6.085 0.566 -0.948 0.3 -0.2 0.0 0.5587
H 6.926 -0.454 1.148 -0.3 0.1 0.4 0.4543
H 5.342 -0.949 3.043 -0.4 0.1 -0.8 0.4883
H 2.827 -0.694 2.598 0.6 0.2 -0.3 0.7092
H -0.088 3.169 -0.623 -0.3 0.0 0.0 0.1602
H 0.370 5.569 -1.041 0.4 -0.4 -0.1 0.4880
H 2.597 6.497 -0.675 0.0 -0.8 0.7 0.4143
H 4.255 5.128 0.778 -0.6 -0.1 -0.4 0.4480
H 3.805 2.854 1.206 0.2 -0.4 0.5 0.6057
C -4.909 0.340 3.597 -0.7 -0.2 1.1 -0.5291
C -5.451 0.938 2.465 -1.0 0.2 1.2 -0.7280
C -4.732 1.035 1.306 0.9 0.6 -1.8 -0.3135
C -3.397 0.607 1.264 -0.6 -0.5 1.7 0.1298
C -2.862 -0.012 2.433 -0.3 0.7 -0.8 0.1708
C -3.589 -0.139 3.605 0.0 -0.6 0.1 -0.8274
N -2.526 0.719 0.166 3.8 -1.5 0.5 1.3704
C -2.753 1.642 -0.886 -1.1 0.8 -0.6 -0.0758
C -3.100 1.188 -2.178 0.2 1.1 0.7 -0.3697
C -3.728 2.106 -3.034 0.4 -0.8 0.1 -0.7295
C -4.086 3.352 -2.559 -0.9 0.8 -1.1 -0.7413
C -3.658 3.828 -1.335 0.1 0.1 0.2 -0.7906
C -2.901 3.007 -0.520 -0.7 -1.0 0.5 -0.1611
H -5.549 0.234 4.516 0.9 0.2 -1.0 0.4114
H -6.458 1.405 2.534 0.8 -0.6 -0.2 0.4138
H -5.178 1.499 0.413 0.2 -0.2 0.4 0.4524
H -1.790 -0.294 2.398 -0.3 -0.1 0.9 0.7518
H -3.168 -0.620 4.517 -0.3 0.5 -0.9 0.4607
H -2.887 0.176 -2.481 -0.2 -0.2 0.1 0.8095
H -3.972 1.800 -4.050 -0.1 0.1 0.3 0.5330
H -4.764 3.977 -3.174 0.7 -0.4 0.4 0.4029
H -4.003 4.800 -0.993 0.3 -0.1 -0.1 0.5269
H -2.658 3.321 0.503 0.0 -0.2 -0.4 0.5444



Entry 4:
10
Properties=species:S:1:pos:R:3:forces:R:3:nbo_charge:R:1 method="wB97M-V/def2-TZVPD" orbital_gap_ev=9.06 charge=+1 e_tot_ha=-263.516422 relative_energy_kcal_mol=124.2 smiles="O=N[C@@H]1C[NH2+]1"
C 0.222 -0.614 0.996 0.2 3.2 -3.1 -0.1658
C 0.323 0.559 -0.325 0.9 -1.7 1.9 -0.0055
N 0.400 -0.230 -1.589 0.1 -0.2 -0.2 0.1013
N -0.936 0.098 0.335 -0.2 1.6 1.3 -0.5637
O 1.221 0.121 -2.375 -0.5 0.1 0.9 -0.1553
H 0.485 -1.604 0.715 -0.5 -0.7 -0.8 0.2619
H 0.490 -0.402 2.020 -0.3 0.9 -0.1 0.2697
H 0.729 1.619 -0.388 -0.8 -1.3 0.8 0.2886
H -1.527 -0.416 -0.370 0.2 0.4 1.1 0.4791
H -1.407 0.869 0.983 0.8 -2.3 -1.9 0.4897



Entry 5:
8
Properties=species:S:1:pos:R:3:forces:R:3:nbo_charge:R:1 method="wB97M-V/def2-TZVPD" orbital_gap_ev="9.45 / 9.45" e_tot_ha=-266.025045 relative_energy_kcal_mol=132.4
C 0.304 0.047 -1.311 -1.1 1.1 -1.0 0.1366
O -0.703 0.662 1.489 -0.5 -4.1 -2.5 -0.9629
O 0.263 -1.894 -0.206 -1.5 -1.3 1.0 -0.4514
O 0.841 -0.805 -0.597 1.9 0.8 -0.8 -0.0602
H 1.053 0.756 -1.724 -0.9 -0.2 0.5 0.1809
H -0.812 0.063 -1.544 1.7 -0.3 0.3 0.1933
H -0.382 -0.198 1.865 -0.4 1.5 -0.3 0.4952
H -0.564 1.370 2.027 0.8 2.6 2.7 0.4684



Entry 6:
45
Properties=species:S:1:pos:R:3:forces:R:3:nbo_charge:R:1 method="wB97M-V/def2-TZVPD" orbital_gap_ev=9.13 e_tot_ha=-971.778108 relative_energy_kcal_mol=21.7 smiles="[H]/N=C(/N)NCCC[C@H](N)C(=O)N[C@@H](CC(C)C)C(=O)O"
C 0.816 -1.129 0.874 -0.5 0.0 -0.2 -0.1412
C -0.583 -0.916 0.285 -0.4 0.8 -0.8 0.6747
C 1.822 -0.360 0.035 0.7 0.6 -0.6 -0.3901
C 3.239 -0.375 0.609 -0.6 -1.1 0.0 -0.4148
C 4.201 0.315 -0.307 2.0 0.5 -0.8 -0.2177
C 6.676 0.794 -0.454 -0.8 0.1 -0.5 0.5762
C -2.443 0.714 0.078 -1.0 -0.1 -1.0 -0.1617
C -2.780 2.148 0.606 -0.8 -0.5 -1.2 0.7834
C -3.751 -0.207 0.274 0.1 -0.1 -0.2 -0.3956
C -4.766 -0.305 -0.958 1.3 0.4 0.5 -0.2194
C -5.413 1.048 -1.221 -0.9 -0.1 -0.5 -0.6217
C -5.783 -1.399 -0.686 -1.0 -1.4 0.2 -0.6160
H 0.669 -2.896 -0.032 0.2 0.1 -0.8 0.3778
H 0.603 -3.055 1.491 0.5 0.3 0.2 0.3563
H 0.845 -0.768 1.912 0.0 -0.2 -0.1 0.1965
H 1.626 0.707 -0.127 -0.8 -0.2 0.1 0.2052
H 1.806 -0.831 -0.961 0.2 0.2 0.2 0.2163
H 3.233 0.081 1.599 0.0 0.2 0.1 0.1918
H 3.515 -1.428 0.763 0.2 0.3 -0.1 0.2362
H 4.005 1.402 -0.449 -0.2 -0.5 0.2 0.1837
H 4.204 -0.118 -1.330 -0.2 0.0 0.6 0.2003
H 5.651 0.414 1.192 -0.1 -0.4 -0.3 0.3739
H 5.749 1.327 -2.033 0.3 0.4 0.4 0.3357
H 7.984 -0.175 0.729 0.3 0.5 -0.3 0.3840
H 8.580 1.001 -0.363 1.7 0.3 -0.8 0.3952
H -0.734 0.893 1.307 0.1 -0.7 -0.4 0.3997
H -2.256 0.753 -1.003 -0.2 0.3 0.2 0.2302
H -4.320 0.168 1.139 0.1 0.0 -0.2 0.1976
H -3.436 -1.230 0.557 0.1 0.5 -0.3 0.2304
H -4.177 -0.568 -1.856 -0.1 -0.1 0.4 0.2071
H -6.158 1.021 -2.044 0.6 -0.2 0.2 0.2118
H -4.702 1.839 -1.429 0.2 0.0 -0.1 0.2295
H -6.004 1.373 -0.376 -0.1 0.1 0.5 0.2011
H -6.429 -1.232 0.194 0.5 0.4 0.0 0.2052
H -6.549 -1.534 -1.484 0.8 0.3 0.1 0.2182
H -5.346 -2.419 -0.510 0.0 1.0 -0.3 0.2143
H -2.597 1.331 2.341 -0.3 0.3 -0.3 0.4864
N 1.142 -2.538 0.786 -0.4 -0.9 1.0 -0.8189
N 5.600 0.148 0.205 -0.2 0.6 0.2 -0.6427
N 6.660 1.421 -1.571 -0.5 -0.8 -0.1 -0.7707
N 7.873 0.714 0.241 -1.8 -0.8 1.4 -0.8288
N -1.207 0.225 0.695 -0.6 0.6 1.0 -0.6379
O -1.080 -1.621 -0.588 0.5 0.2 0.9 -0.6241
O -3.095 3.093 -0.080 0.7 -1.1 1.0 -0.5448
O -2.891 2.175 1.948 0.4 0.2 0.5 -0.6725